No. 1
DFT (ωB97M-V/def2-TZVPD) results for the molecule C3H5NO3.

Element x y z (Å)
1 N -1.6702 -0.5947 0.2081
2 C -0.3510 -0.5110 0.6447
3 O 0.2183 -1.3018 1.3610
4 C 0.0406 0.9304 0.4345
5 O 1.4541 1.0468 0.0022
6 C 1.6469 0.0994 -0.9195
7 O 0.8146 -0.7404 -1.1941
8 H -1.8120 -0.5571 -0.7952
9 H -2.1835 -1.3110 0.6857
10 H -0.5423 1.4060 -0.3546
11 H -0.2072 1.4147 1.3921
12 H 2.5917 0.1187 -1.4648

Cartesian forces, eV/Å:
N -0.3 -0.5 0.2
C -0.7 0.3 0.7
O -0.4 0.5 -0.1
C 1.1 0.3 -0.3
O -0.9 -0.4 0.3
C -0.5 -0.6 -0.4
O 0.7 0.5 -0.7
H 0.0 0.1 0.3
H -0.1 -0.6 -0.2
H 0.0 -0.2 0.1
H 0.9 0.2 -0.4
H 0.3 0.4 0.5

Properties
Net charge ... 0
Relative energy (zero: lowest compared OMol25 entry of this formula, charge and spin) ... 146.59 kJ/mol
DFT total energy ... -397.78086 a.u.
Structure (SMILES) ... NC(=O)COC=O
HOMO energy ... -10.00 eV
M ... 103.077 g/mol
Lowest unoccupied orbital energy ... 0.9 eV

***

No. 2
DFT (ωB97M-V/def2-TZVPD) results for the molecule C4H5N3O.

Element x y z (Å)
1 C -2.5038 -0.8064 0.0253
2 C -1.1510 -0.0945 -0.0632
3 C -0.8473 1.1970 0.0604
4 N 0.3744 1.7519 0.0238
5 N 1.3376 0.9627 -0.0575
6 C 1.0714 -0.4365 0.0293
7 O 2.1959 -1.1044 0.0025
8 N -0.1035 -0.8865 0.0756
9 H -2.5881 -1.2637 0.9179
10 H -3.4211 -0.2824 -0.3169
11 H -2.3795 -1.5695 -0.8215
12 H -1.6446 1.9474 -0.1768
13 H 1.7899 -1.9504 -0.2269

Cartesian forces, eV/Å:
C 0.9 1.0 -5.9
C -0.9 -0.6 1.9
C -3.3 3.8 -1.9
N -0.9 0.1 -0.1
N 2.3 -2.4 0.5
C 1.1 6.2 -0.3
O -0.6 -1.6 -0.2
N -0.2 -4.1 -0.4
H -0.4 -1.6 3.0
H 0.8 0.3 0.7
H -0.3 0.4 1.5
H 0.6 -0.6 0.9
H 1.0 -1.2 0.1

Properties
Net charge ... 0
Relative energy (zero: lowest compared OMol25 entry of this formula, charge and spin) ... 280.37 kJ/mol
DFT total energy ... -394.86077 a.u.
Structure (SMILES) ... Cc1cnnc(O)n1
HOMO energy ... -9.08 eV
M ... 111.104 g/mol
Lowest unoccupied orbital energy ... 0.3 eV

***

No. 3
DFT (ωB97M-V/def2-TZVPD) results for a structure of composition C35H46AsClIIrN4OSi3.

Element x y z (Å)
1 Ir -1.5443 -0.3254 -1.9612
2 C -1.3825 1.5728 -4.9168
3 C -1.8330 2.3274 -3.7127
4 C -2.0131 3.7066 -3.8228
5 C -2.5110 4.4332 -2.7534
6 C -2.8665 3.7497 -1.6044
7 C -2.6659 2.3730 -1.5384
8 N -2.0908 1.6821 -2.5680
9 C -3.1316 1.5512 -0.4350
10 C -4.1693 1.8919 0.4141
11 C -4.6808 0.9386 1.2953
12 C -4.1710 -0.3461 1.2665
13 C -3.1171 -0.6605 0.4125
14 N -2.5511 0.3147 -0.3829
15 C -2.5673 -1.9763 0.2211
16 C -3.0078 -3.1091 0.9184
17 C -2.4261 -4.3320 0.6704
18 C -1.3555 -4.3895 -0.2147
19 C -0.9488 -3.2455 -0.8902
20 C 0.2167 -3.3299 -1.8107
21 N -1.5785 -2.0738 -0.7279
22 H -1.9700 1.8976 -5.7733
23 H -1.5279 0.5045 -4.7895
24 H -0.3363 1.7815 -5.1411
25 H -1.7764 4.1907 -4.7579
26 H -2.6495 5.5017 -2.8240
27 H -3.2984 4.2692 -0.7642
28 H -4.6240 2.8659 0.3553
29 H -5.5051 1.1754 1.9471
30 H -4.6147 -1.1106 1.8840
31 H -3.8220 -3.0305 1.6182
32 H -2.7905 -5.2232 1.1551
33 H -0.8492 -5.3191 -0.4122
34 H 0.8717 -4.1466 -1.5182
35 H 0.7680 -2.3901 -1.8177
36 H -0.1283 -3.5402 -2.8228
37 Cl 4.2449 0.0735 -6.1281
38 C 2.8196 -0.3868 -5.3217
39 C 2.0764 -1.4592 -5.8058
40 C 0.8649 -1.8061 -5.2389
41 I -0.3114 -3.3879 -5.9517
42 C 0.3450 -1.0801 -4.1304
43 O -0.7996 -1.3113 -3.6330
44 C 1.1605 -0.0366 -3.5736
45 N 0.6700 0.5693 -2.4709
46 C 1.3318 1.6012 -1.9612
47 C 2.5231 2.0673 -2.5041
48 C 3.0697 1.4315 -3.6080
49 C 2.3835 0.3416 -4.1725
50 H 2.4464 -2.0183 -6.6503
51 H 0.8847 2.0657 -1.0960
52 H 3.0175 2.9188 -2.0641
53 H 4.0023 1.7676 -4.0347
54 C 1.2348 3.3662 1.2894
55 Si 0.5363 2.3695 2.7556
56 C 1.5456 2.6049 4.3501
57 C -1.3490 2.5679 2.8881
58 As 0.8562 -0.0383 2.0848
59 Si 3.1869 -0.8814 1.5766
60 C 4.1814 -0.3323 3.1022
61 C 3.0477 -2.7475 1.2503
62 C 3.6760 0.0349 -0.0188
63 Si 0.0152 -1.5202 4.0033
64 C 0.9462 -0.9745 5.5718
65 C -1.8411 -1.1198 3.9903
66 C 0.3080 -3.2890 3.3684
67 H 1.4010 4.4016 1.5713
68 H 0.5407 3.3764 0.4534
69 H 2.1876 2.9696 0.9490
70 H 1.4914 3.6431 4.6682
71 H 2.5968 2.3735 4.1974
72 H 1.1759 2.0009 5.1729
73 H -1.6117 3.5929 3.1327
74 H -1.7747 1.9423 3.6661
75 H -1.8419 2.3166 1.9512
76 H 3.7053 -0.6282 4.0327
77 H 4.3239 0.7449 3.1160
78 H 5.1700 -0.7832 3.0952
79 H 3.0139 -3.3302 2.1641
80 H 3.9134 -3.0990 0.6952
81 H 2.1669 -2.9876 0.6610
82 H 3.5488 1.1090 0.0702
83 H 3.0891 -0.3082 -0.8660
84 H 4.7207 -0.1440 -0.2546
85 H 0.3944 -0.1981 6.0960
86 H 1.9521 -0.6058 5.3907
87 H 1.0343 -1.8172 6.2541
88 H -2.0533 -0.0798 4.2160
89 H -2.3437 -1.7187 4.7451
90 H -2.2856 -1.3527 3.0267
91 H 1.2827 -3.6816 3.6358
92 H 0.2056 -3.3509 2.2872
93 H -0.4292 -3.9558 3.8072

Cartesian forces, eV/Å:
Ir 2.6 0.9 -1.5
C 0.0 -0.2 0.1
C 0.2 -0.1 -0.4
C -0.3 0.3 0.6
C 0.3 -0.2 -0.5
C 0.0 -0.9 0.3
C 0.3 1.0 -0.7
N 0.0 -0.6 0.4
C 0.3 -0.9 0.6
C -0.1 -0.3 0.3
C 0.4 0.2 -0.5
C 0.3 -0.1 -0.1
C 0.0 1.8 -0.3
N -1.9 0.0 0.5
C 0.6 -1.8 -0.1
C 0.0 1.1 -0.4
C 0.7 -0.2 -0.5
C -0.7 0.1 0.5
C 0.3 -0.2 -0.2
C 0.0 0.0 -0.2
N -0.4 0.3 0.0
H 0.0 0.0 -0.1
H 0.0 0.0 0.0
H 0.1 0.0 0.0
H 0.0 0.0 -0.1
H 0.0 0.1 0.0
H -0.1 0.0 0.1
H 0.0 0.1 0.0
H -0.1 0.1 0.1
H 0.0 -0.1 0.0
H -0.1 0.0 0.1
H 0.0 -0.1 0.1
H 0.1 -0.1 0.0
H 0.1 0.0 0.1
H 0.1 0.0 0.0
H 0.0 0.0 -0.1
Cl 0.3 0.0 0.0
C -0.6 -0.4 0.0
C 0.7 0.7 0.0
C -1.3 -0.1 1.1
I 0.4 0.4 0.0
C 2.4 0.0 -0.8
O -2.5 0.2 1.4
C -0.5 -0.8 -0.7
N -0.9 -0.4 0.8
C -0.8 -0.1 0.1
C 0.5 -0.2 -0.5
C -0.4 0.1 0.5
C 0.0 0.2 -0.4
H 0.1 0.0 -0.1
H 0.0 0.1 0.0
H 0.0 0.0 0.1
H 0.1 0.0 -0.1
C -0.3 -0.4 0.6
Si 0.2 0.0 -0.3
C -0.5 -0.3 -0.6
C 0.7 -0.2 0.1
As 0.5 -0.2 1.2
Si 0.1 0.3 -0.4
C -0.5 -0.2 -0.5
C 0.0 0.7 0.3
C -0.2 -0.4 0.7
Si -0.1 0.3 -0.7
C -0.4 -0.2 -0.6
C 0.7 -0.2 0.2
C -0.1 0.7 0.3
H 0.0 0.2 0.2
H -0.2 0.0 -0.1
H 0.1 -0.1 0.0
H -0.1 0.2 -0.1
H 0.1 -0.1 -0.1
H -0.1 -0.1 0.1
H 0.1 0.3 0.0
H 0.0 -0.1 0.1
H 0.1 -0.1 -0.1
H -0.1 -0.1 0.1
H -0.1 0.2 -0.1
H 0.2 -0.2 -0.1
H -0.1 0.0 0.2
H 0.2 0.1 -0.1
H -0.2 0.0 -0.1
H 0.0 0.2 0.1
H -0.1 -0.1 -0.1
H 0.2 -0.1 0.0
H -0.1 0.1 0.0
H 0.1 0.0 -0.1
H 0.0 -0.2 0.0
H 0.1 0.1 0.1
H -0.1 -0.2 0.2
H 0.1 -0.1 -0.1
H 0.2 0.0 0.1
H -0.1 0.1 -0.1
H -0.2 -0.1 0.1

Properties
Net charge ... +3
Spin multiplicity ... 2
DFT total energy ... -5621.24978 a.u.
HOMO energy (alpha / beta) ... -14.58 / -14.57 eV
M ... 1052.534 g/mol
Lowest unoccupied orbital energy (alpha / beta) ... -10.4 / -10.4 eV